Entry 1:
This record from the Open Molecules 2025 dataset describes a molecular structure, C7H18AlBBrO2. The level of theory is ωB97M-V/def2-TZVPD.

Geometry as XYZ:
```
30
C7H18AlBBrO2 ωB97M-V/def2-TZVPD
C 3.238 0.705 1.199
O 2.564 1.779 0.583
C 2.570 1.770 -0.830
C 1.174 1.562 -1.407
C 0.422 0.371 -0.797
C -0.310 -0.480 -1.834
C -0.897 -1.802 -1.292
Al -1.248 -1.971 0.697
Br -1.998 -4.259 1.019
B -2.829 -0.769 1.473
C -2.856 0.818 1.569
O -3.961 -1.355 2.002
H 2.891 0.655 2.227
H 4.321 0.859 1.173
H 2.997 -0.249 0.725
H 2.962 2.736 -1.160
H 3.241 0.993 -1.212
H 1.284 1.407 -2.485
H 0.605 2.487 -1.290
H 1.129 -0.279 -0.283
H -0.285 0.730 -0.049
H -1.103 0.119 -2.293
H 0.409 -0.694 -2.634
H -0.208 -2.617 -1.542
H -1.813 -2.025 -1.846
H 0.102 -1.787 1.571
H -2.871 1.269 0.574
H -1.941 1.160 2.060
H -3.714 1.178 2.143
H -3.876 -2.312 1.940
```

Output
**Kohn-Sham gap**: 7.3834 eV
**Total charge**: -1

Entry 2:
This record from the Open Molecules 2025 dataset describes C4H8O2 in the gas phase. The level of theory is ωB97M-V/def2-TZVPD.

Geometry as XYZ:
```
14
C4H8O2 ωB97M-V/def2-TZVPD
C 0.934 1.193 0.623
C 0.026 0.061 0.220
C -0.337 -0.062 -1.268
O -1.606 -0.623 -1.506
C 0.049 -1.207 0.937
O -0.958 -0.229 1.210
H 0.332 2.048 0.955
H 1.547 1.509 -0.226
H 1.577 0.891 1.456
H 0.392 -0.809 -1.602
H -0.147 0.849 -1.869
H -2.285 -0.156 -0.999
H 0.849 -1.406 1.659
H -0.373 -2.059 0.410
```

Output
**Kohn-Sham gap**: 11.1291 eV
**SMILES**: C[C@@]1(CO)CO1
**Energy above the lowest of the compared OMol25 structures with the same formula, charge and spin**: 2.212 eV

Entry 3:
This record from the Open Molecules 2025 dataset describes a molecular structure, C16H24NO4PPd. The level of theory is ωB97M-V/def2-TZVPD.

Geometry as XYZ:
```
47
C16H24NO4PPd ωB97M-V/def2-TZVPD
Pd 0.130 1.504 -0.648
O 0.192 -2.834 -3.292
C -0.047 -1.691 -2.832
O -1.015 -1.320 -2.148
C 1.034 -0.628 -3.197
C 2.126 -1.055 -3.951
C 3.083 -0.138 -4.345
C 2.918 1.191 -3.994
C 1.820 1.542 -3.219
N 0.909 0.649 -2.814
C 1.643 3.018 -2.807
O 2.302 3.846 -3.464
O 0.849 3.250 -1.860
H 2.172 -2.102 -4.213
H 3.944 -0.453 -4.927
H 3.603 1.972 -4.292
C -1.392 2.064 2.773
C -0.610 0.753 2.696
C 0.806 0.995 3.214
P -0.554 0.208 0.897
C -2.304 -0.458 0.647
C -3.143 -0.808 1.878
C -3.091 0.474 -0.273
C 0.358 -1.433 0.975
C 0.093 -2.353 2.163
C 1.860 -1.264 0.734
H -1.400 2.455 3.798
H -2.426 1.953 2.441
H -0.920 2.796 2.111
H -1.099 -0.004 3.319
H 1.353 1.617 2.499
H 1.361 0.066 3.348
H 0.782 1.515 4.180
H -2.123 -1.369 0.070
H -3.422 0.085 2.444
H -2.635 -1.484 2.567
H -4.074 -1.293 1.565
H -3.280 1.441 0.206
H -4.057 0.024 -0.538
H -2.521 0.653 -1.184
H -0.040 -1.904 0.070
H 0.378 -1.890 3.113
H 0.675 -3.276 2.062
H -0.957 -2.639 2.228
H 2.381 -0.862 1.607
H 2.027 -0.579 -0.099
H 2.313 -2.232 0.490
```

Output
**Kohn-Sham gap**: 5.1827 eV
**Energy above the lowest of the compared OMol25 structures with the same formula, charge and spin**: 0.000 eV
**Total charge**: -2

Entry 4:
This record from the Open Molecules 2025 dataset describes C6H15NO2 in the gas phase. The level of theory is ωB97M-V/def2-TZVPD.

Geometry as XYZ:
```
24
C6H15NO2 ωB97M-V/def2-TZVPD
C -0.871 -0.563 0.215
C 0.489 0.263 -0.109
C 1.606 -0.719 0.235
C -2.111 0.270 -0.117
C 0.591 1.500 0.776
C 0.542 0.642 -1.588
N -0.933 -0.878 1.622
O -0.856 -1.735 -0.600
O 2.908 -0.160 -0.109
H -1.731 -2.139 -0.580
H 2.987 -0.145 -1.069
H -1.832 -1.277 1.871
H -0.215 -1.541 1.883
H 1.467 -1.669 -0.292
H 1.671 -0.869 1.313
H -2.098 1.201 0.439
H -3.007 -0.286 0.166
H -2.165 0.475 -1.182
H 1.628 1.828 0.798
H -0.024 2.311 0.395
H 0.281 1.258 1.789
H 0.479 -0.248 -2.211
H -0.276 1.310 -1.844
H 1.470 1.171 -1.798
```

Output
**Kohn-Sham gap**: 10.3708 eV
**SMILES**: CC(C)(CO)[C@](C)(N)O
**Energy above the lowest of the compared OMol25 structures with the same formula, charge and spin**: 0.927 eV

Entry 5:
This record from the Open Molecules 2025 dataset describes a molecular structure, C21H18CoIN5O2SSe. The level of theory is ωB97M-V/def2-TZVPD.

Geometry as XYZ:
```
50
C21H18CoIN5O2SSe ωB97M-V/def2-TZVPD
Co 0.641 0.211 0.203
O -4.205 2.210 -0.659
C -3.994 2.736 0.563
C -4.815 3.764 1.013
C -4.660 4.293 2.283
C -3.679 3.801 3.130
C -2.819 2.823 2.674
C -2.944 2.290 1.390
C -1.925 1.358 0.894
O -0.762 1.363 1.416
N -2.243 0.580 -0.143
N -1.213 -0.160 -0.554
C -1.285 -1.038 -1.533
C -0.110 -1.737 -1.857
C -0.065 -2.768 -2.824
C 1.085 -3.480 -3.018
C 2.212 -3.164 -2.239
C 2.124 -2.111 -1.354
N 1.025 -1.396 -1.148
H -3.534 1.483 -0.776
H -5.581 4.136 0.348
H -5.313 5.088 2.616
H -3.585 4.182 4.138
H -2.032 2.438 3.308
H -2.221 -1.234 -2.047
H -0.962 -2.976 -3.390
H 1.135 -4.272 -3.756
H 3.132 -3.717 -2.335
H 2.998 -1.834 -0.778
C 0.195 4.102 0.942
N 1.481 3.469 0.899
C 1.932 2.618 -0.054
Se 1.136 2.184 -1.644
N 3.232 2.322 0.232
C 3.586 2.904 1.420
C 4.763 2.892 2.146
C 4.773 3.609 3.334
C 3.652 4.294 3.782
C 2.472 4.322 3.050
C 2.460 3.626 1.851
H -0.328 3.899 0.010
H 0.323 5.180 1.058
H -0.398 3.707 1.768
H 3.781 1.666 -0.301
H 5.616 2.325 1.812
H 5.675 3.622 3.929
H 3.694 4.811 4.731
H 1.599 4.847 3.404
I 3.949 -0.804 1.766
S 1.674 -0.171 2.157
```

Output
**Kohn-Sham gap (alpha / beta)**: 4.4061 / 6.7127 eV
**⟨S²⟩**: 6.04
**Total charge**: -1
**Spin multiplicity**: 5

Entry 6:
This record from the Open Molecules 2025 dataset describes a molecular structure, C21H40GeN2O3SbSeW. The level of theory is ωB97M-V/def2-TZVPD.

Geometry as XYZ:
```
70
C21H40GeN2O3SbSeW ωB97M-V/def2-TZVPD
W 0.134 0.011 -0.083
C 4.187 -1.157 -0.407
C 2.998 -1.590 0.418
C 2.307 -2.807 -0.141
C 3.305 -1.680 1.891
O 1.982 -0.369 0.274
Ge 2.512 1.380 -0.823
O 0.782 1.867 0.319
C 0.945 2.919 1.410
C 0.924 2.195 2.738
C 2.280 3.599 1.172
C -0.200 3.891 1.228
O 0.986 0.536 -1.788
C 0.346 1.086 -3.079
C 1.226 2.228 -3.527
C -1.033 1.539 -2.644
C 0.322 -0.072 -4.046
H 4.938 -1.950 -0.372
H 3.932 -1.023 -1.463
H 4.673 -0.266 -0.003
H 3.013 -3.639 -0.115
H 1.455 -3.096 0.475
H 2.003 -2.666 -1.180
H 4.046 -2.467 2.045
H 3.727 -0.752 2.275
H 2.427 -1.955 2.475
H 1.726 1.457 2.809
H 1.068 2.912 3.549
H -0.044 1.715 2.918
H 3.129 2.926 1.338
H 2.338 4.056 0.180
H 2.400 4.411 1.892
H -1.166 3.416 1.407
H -0.104 4.702 1.950
H -0.193 4.333 0.231
H 1.256 3.041 -2.792
H 2.237 1.890 -3.771
H 0.819 2.663 -4.443
H -0.968 2.360 -1.927
H -1.614 1.894 -3.498
H -1.597 0.689 -2.224
H 1.329 -0.412 -4.283
H -0.259 -0.907 -3.650
H -0.149 0.250 -4.977
Se -0.403 -1.036 2.347
N -0.742 -1.494 -0.476
C -1.281 -2.730 -0.377
C -1.734 -3.483 -1.432
C -2.136 -4.811 -1.206
C -2.092 -5.428 0.061
C -1.668 -4.721 1.136
C -1.275 -3.327 0.983
N -0.934 -2.701 2.048
H -1.755 -3.065 -2.430
H -2.489 -5.403 -2.045
H -2.407 -6.459 0.155
H -1.637 -5.142 2.134
C -2.809 1.511 3.142
Sb -2.540 0.761 1.178
C -3.883 -0.854 0.995
C -3.273 2.239 -0.179
H -3.889 1.463 3.305
H -2.475 2.543 3.206
H -2.307 0.891 3.881
H -4.876 -0.436 1.179
H -3.684 -1.614 1.748
H -3.864 -1.271 -0.010
H -4.170 2.596 0.334
H -3.536 1.763 -1.119
H -2.567 3.052 -0.317
```

Output
**Kohn-Sham gap (alpha / beta)**: 6.2581 / 5.6770 eV
**Energy above the lowest of the compared OMol25 structures with the same formula, charge and spin**: 2.497 eV
**⟨S²⟩**: 0.79
**Total charge**: +4
**Spin multiplicity**: 2

What did the fifth record say?
This record from the Open Molecules 2025 dataset describes a molecular structure, C21H18CoIN5O2SSe. The level of theory is ωB97M-V/def2-TZVPD.

Geometry as XYZ:
```
50
C21H18CoIN5O2SSe ωB97M-V/def2-TZVPD
Co 0.641 0.211 0.203
O -4.205 2.210 -0.659
C -3.994 2.736 0.563
C -4.815 3.764 1.013
C -4.660 4.293 2.283
C -3.679 3.801 3.130
C -2.819 2.823 2.674
C -2.944 2.290 1.390
C -1.925 1.358 0.894
O -0.762 1.363 1.416
N -2.243 0.580 -0.143
N -1.213 -0.160 -0.554
C -1.285 -1.038 -1.533
C -0.110 -1.737 -1.857
C -0.065 -2.768 -2.824
C 1.085 -3.480 -3.018
C 2.212 -3.164 -2.239
C 2.124 -2.111 -1.354
N 1.025 -1.396 -1.148
H -3.534 1.483 -0.776
H -5.581 4.136 0.348
H -5.313 5.088 2.616
H -3.585 4.182 4.138
H -2.032 2.438 3.308
H -2.221 -1.234 -2.047
H -0.962 -2.976 -3.390
H 1.135 -4.272 -3.756
H 3.132 -3.717 -2.335
H 2.998 -1.834 -0.778
C 0.195 4.102 0.942
N 1.481 3.469 0.899
C 1.932 2.618 -0.054
Se 1.136 2.184 -1.644
N 3.232 2.322 0.232
C 3.586 2.904 1.420
C 4.763 2.892 2.146
C 4.773 3.609 3.334
C 3.652 4.294 3.782
C 2.472 4.322 3.050
C 2.460 3.626 1.851
H -0.328 3.899 0.010
H 0.323 5.180 1.058
H -0.398 3.707 1.768
H 3.781 1.666 -0.301
H 5.616 2.325 1.812
H 5.675 3.622 3.929
H 3.694 4.811 4.731
H 1.599 4.847 3.404
I 3.949 -0.804 1.766
S 1.674 -0.171 2.157
```

Output
**Kohn-Sham gap (alpha / beta)**: 4.4061 / 6.7127 eV
**⟨S²⟩**: 6.04
**Total charge**: -1
**Spin multiplicity**: 5

Repeat the fifth record exactly.
This record from the Open Molecules 2025 dataset describes a molecular structure, C21H18CoIN5O2SSe. The level of theory is ωB97M-V/def2-TZVPD.

Geometry as XYZ:
```
50
C21H18CoIN5O2SSe ωB97M-V/def2-TZVPD
Co 0.641 0.211 0.203
O -4.205 2.210 -0.659
C -3.994 2.736 0.563
C -4.815 3.764 1.013
C -4.660 4.293 2.283
C -3.679 3.801 3.130
C -2.819 2.823 2.674
C -2.944 2.290 1.390
C -1.925 1.358 0.894
O -0.762 1.363 1.416
N -2.243 0.580 -0.143
N -1.213 -0.160 -0.554
C -1.285 -1.038 -1.533
C -0.110 -1.737 -1.857
C -0.065 -2.768 -2.824
C 1.085 -3.480 -3.018
C 2.212 -3.164 -2.239
C 2.124 -2.111 -1.354
N 1.025 -1.396 -1.148
H -3.534 1.483 -0.776
H -5.581 4.136 0.348
H -5.313 5.088 2.616
H -3.585 4.182 4.138
H -2.032 2.438 3.308
H -2.221 -1.234 -2.047
H -0.962 -2.976 -3.390
H 1.135 -4.272 -3.756
H 3.132 -3.717 -2.335
H 2.998 -1.834 -0.778
C 0.195 4.102 0.942
N 1.481 3.469 0.899
C 1.932 2.618 -0.054
Se 1.136 2.184 -1.644
N 3.232 2.322 0.232
C 3.586 2.904 1.420
C 4.763 2.892 2.146
C 4.773 3.609 3.334
C 3.652 4.294 3.782
C 2.472 4.322 3.050
C 2.460 3.626 1.851
H -0.328 3.899 0.010
H 0.323 5.180 1.058
H -0.398 3.707 1.768
H 3.781 1.666 -0.301
H 5.616 2.325 1.812
H 5.675 3.622 3.929
H 3.694 4.811 4.731
H 1.599 4.847 3.404
I 3.949 -0.804 1.766
S 1.674 -0.171 2.157
```

Output
**Kohn-Sham gap (alpha / beta)**: 4.4061 / 6.7127 eV
**⟨S²⟩**: 6.04
**Total charge**: -1
**Spin multiplicity**: 5